A structure of composition C11H14N8O3RuS2, computed with ωB97M-V/def2-TZVPD.

Computed properties:
Energy, a.u.: -1982.06484
HOMO level (spin up / spin down), eV: -13.2165 / -13.0218
Kohn-Sham gap (spin up / spin down), eV: 7.65 / 3.79
⟨S²⟩: 6.045
Energy relative to the best compared isomer or geometry (same formula, charge and spin), eV: 0.182

The geometry in ORCA input format:
```
! RIJCOSX wB97M-V def2-TZVPD def2/J DEFGRID3
* xyz 2 5
Ru 0.059 0.057 -0.233
N 1.863 -0.600 1.444
N 2.479 -1.775 1.030
C 2.337 -2.263 -0.209
N 2.982 -3.383 -0.510
S 1.414 -1.506 -1.431
H 2.554 0.098 1.692
H 1.247 -0.774 2.229
H 3.026 -2.290 1.704
H 3.596 -3.860 0.130
H 2.900 -3.751 -1.443
N 2.163 6.143 -1.442
C 1.778 4.971 -1.936
N 1.613 4.826 -3.250
N 1.591 3.990 -1.071
C 1.243 2.790 -1.035
N 0.948 1.661 -0.924
H 2.320 6.950 -2.021
H 2.277 6.242 -0.448
H 1.742 5.604 -3.875
H 1.297 3.957 -3.642
O -4.355 -1.914 -1.132
C -4.090 -2.813 -0.238
C -5.066 -3.766 0.165
C -4.776 -4.661 1.149
C -3.507 -4.651 1.763
C -2.529 -3.727 1.366
C -2.788 -2.812 0.378
C -1.739 -1.816 0.005
O -0.771 -1.628 0.813
O -1.800 -1.157 -1.045
H -5.260 -2.000 -1.482
H -6.042 -3.769 -0.307
H -5.527 -5.371 1.466
H -3.293 -5.361 2.551
H -1.558 -3.712 1.837
S -3.999 1.272 1.253
C -2.462 1.189 0.899
N -1.306 1.112 0.629
*
```